(1)
Density functional theory data (the ωB97M-V functional and the def2-TZVPD basis) for C21H18HfN10O3P as an isolated structure in a non-equilibrium geometry.

Atoms and positions in Å:
Hf (1.790, -0.775, 0.016)
N (5.041, -1.148, -0.534)
C (3.863, -1.093, -1.259)
N (3.051, -2.120, -1.509)
N (1.916, -1.582, -1.959)
N (2.029, -0.241, -1.959)
N (3.259, 0.088, -1.500)
C (4.769, -0.681, 0.756)
N (5.599, -0.392, 1.733)
N (4.825, 0.081, 2.705)
N (3.596, 0.089, 2.366)
N (3.487, -0.401, 1.123)
H (5.542, -2.027, -0.577)
O (0.059, -4.153, 1.341)
C (0.348, -3.205, 0.652)
O (1.399, -2.468, 0.818)
C (-0.574, -2.805, -0.527)
P (-0.839, -0.981, -0.445)
C (-2.011, -0.762, 0.938)
C (-2.490, 0.527, 1.188)
C (-3.318, 0.773, 2.268)
C (-3.671, -0.264, 3.118)
C (-3.190, -1.539, 2.883)
C (-2.360, -1.793, 1.805)
C (-1.833, -0.654, -1.946)
C (-1.104, -0.310, -3.084)
C (-1.747, 0.032, -4.258)
C (-3.130, 0.020, -4.311)
C (-3.858, -0.327, -3.184)
C (-3.222, -0.652, -1.997)
H (-1.503, -3.385, -0.511)
H (-0.040, -3.006, -1.465)
H (-2.214, 1.338, 0.525)
H (-3.686, 1.772, 2.458)
H (-4.315, -0.079, 3.964)
H (-3.459, -2.350, 3.541)
H (-1.977, -2.790, 1.661)
H (-0.024, -0.299, -3.041)
H (-1.164, 0.318, -5.122)
H (-3.638, 0.285, -5.226)
H (-4.937, -0.332, -3.228)
H (-3.801, -0.891, -1.115)
O (0.900, 0.541, 1.125)
N (1.078, 1.858, 1.120)
C (1.583, 2.475, 0.018)
C (1.629, 3.844, -0.046)
C (1.181, 4.613, 1.027)
C (0.713, 3.946, 2.166)
C (0.652, 2.580, 2.185)
H (1.927, 1.834, -0.784)
H (2.019, 4.308, -0.938)
H (1.207, 5.687, 0.987)
H (0.388, 4.497, 3.034)
H (0.258, 2.002, 3.005)

Multiplicity: 2
HOMO level (spin up / spin down): -6.2 / -8.9 eV
⟨S²⟩: 0.757

(2)
Density functional theory data (the ωB97M-V functional and the def2-TZVPD basis) for one molecule with the formula C21H18N2O5 in a non-equilibrium geometry.

Atoms and positions in Å:
C (-3.794, 1.474, -1.422)
O (-2.406, 1.528, -1.150)
C (-1.611, 1.108, -2.139)
O (-1.976, 0.726, -3.227)
C (-0.114, 1.021, -1.879)
C (0.303, -0.264, -1.171)
C (0.017, -0.205, 0.317)
C (1.008, 0.430, 1.133)
C (0.722, 0.510, 2.497)
C (-0.451, 0.002, 3.075)
C (-1.431, -0.583, 2.276)
C (-1.204, -0.681, 0.883)
C (-2.363, -1.355, 0.309)
O (-2.412, -1.750, -0.844)
C (-3.310, -1.516, 1.419)
O (-4.440, -2.014, 1.416)
N (-2.712, -1.030, 2.582)
C (-3.133, -1.363, 3.922)
C (2.269, 0.942, 0.518)
C (3.060, 1.917, 1.131)
C (4.240, 2.327, 0.512)
C (4.644, 1.759, -0.738)
C (3.850, 0.848, -1.389)
C (2.648, 0.440, -0.781)
N (1.776, -0.439, -1.424)
C (2.267, -1.625, -2.037)
C (1.395, -2.638, -2.724)
O (3.468, -1.959, -1.989)
H (-4.080, 1.993, -2.375)
H (-4.140, 0.454, -1.474)
H (-4.401, 1.935, -0.642)
H (0.171, 1.875, -1.283)
H (0.430, 1.125, -2.796)
H (-0.276, -1.086, -1.551)
H (1.470, 0.966, 3.164)
H (-0.615, 0.138, 4.153)
H (-4.110, -1.897, 3.903)
H (-3.229, -0.441, 4.520)
H (-2.395, -1.986, 4.452)
H (2.769, 2.354, 2.096)
H (4.835, 3.068, 1.028)
H (5.592, 2.049, -1.198)
H (4.185, 0.496, -2.351)
H (0.586, -2.984, -2.078)
H (1.962, -3.510, -3.038)
H (0.938, -2.158, -3.605)

Multiplicity: 1
SMILES: COC(=O)C[C@@H]1c2c(ccc3c2C(=O)C(=O)N3C)-c2ccccc2N1C(C)=O
HOMO level: -8.3 eV

(3)
Density functional theory data (the ωB97M-V functional and the def2-TZVPD basis) for one molecule with the formula C21H18N4O3S in a non-equilibrium geometry.

Atoms and positions in Å:
C (-0.602, 4.379, -3.974)
O (-1.607, 3.576, -3.245)
C (-1.428, 2.244, -3.102)
C (-1.042, 1.481, -4.174)
C (-0.853, 0.140, -4.070)
C (-0.923, -0.501, -2.814)
C (-0.373, -1.939, -2.844)
C (1.088, -1.761, -2.528)
N (1.941, -1.740, -3.495)
N (3.189, -1.422, -2.934)
C (3.032, -1.419, -1.635)
N (1.726, -1.459, -1.282)
N (1.231, -1.429, -0.035)
C (2.007, -1.359, 1.026)
C (1.429, -1.479, 2.313)
C (0.133, -1.726, 2.594)
C (-0.044, -1.730, 4.124)
C (-1.183, -1.997, 4.954)
C (-1.036, -1.858, 6.406)
C (0.188, -1.265, 6.750)
C (1.330, -1.065, 5.859)
C (1.189, -1.325, 4.520)
O (2.085, -1.292, 3.481)
C (3.510, -0.881, 0.980)
S (4.449, -1.156, -0.513)
C (-1.219, 0.232, -1.718)
C (-1.622, 1.557, -1.871)
O (-2.273, 2.088, -0.772)
C (-3.390, 2.988, -0.776)
H (-0.687, 5.549, -3.724)
H (0.394, 4.026, -3.781)
H (-0.708, 4.370, -5.041)
H (-1.012, 1.691, -5.302)
H (-0.633, -0.422, -4.977)
H (-0.870, -2.670, -2.167)
H (-0.591, -2.325, -3.805)
H (-0.690, -1.899, 1.865)
H (-2.076, -2.473, 4.590)
H (-1.889, -1.994, 7.134)
H (0.447, -1.142, 7.839)
H (2.294, -0.812, 6.217)
H (4.100, -1.363, 1.759)
H (3.415, 0.146, 1.223)
H (-1.347, -0.360, -0.812)
H (-3.071, 3.953, -1.190)
H (-3.815, 3.284, 0.263)
H (-4.192, 2.559, -1.314)

Multiplicity: 1
SMILES: COc1ccc(Cc2nnc3n2N=C(c2cc4ccccc4o2)CS3)cc1OC
HOMO level: -8.0 eV

(4)
Density functional theory data (the ωB97M-V functional and the def2-TZVPD basis) for C21H18NO5OsS as an isolated structure in a non-equilibrium geometry.

Atoms and positions in Å:
Os (0.100, -0.066, 0.085)
O (2.409, 1.235, -3.055)
C (1.551, 0.798, -2.217)
O (1.753, 0.713, -0.977)
C (0.235, 0.370, -2.749)
C (-0.187, 0.322, -4.058)
C (-1.475, -0.162, -4.318)
C (-2.293, -0.589, -3.275)
C (-1.796, -0.510, -1.986)
N (-0.571, -0.035, -1.744)
C (-2.488, -0.949, -0.691)
O (-3.575, -1.401, -0.654)
O (-1.670, -0.735, 0.368)
H (3.262, 1.516, -2.679)
H (0.467, 0.647, -4.856)
H (-1.837, -0.212, -5.337)
H (-3.288, -0.977, -3.451)
O (0.689, -0.133, 2.022)
S (0.323, -0.829, 3.351)
C (1.763, -0.427, 4.430)
C (3.000, -1.078, 3.918)
C (3.162, -2.492, 4.053)
C (4.350, -3.082, 3.736)
C (5.404, -2.286, 3.232)
C (5.247, -0.880, 3.078)
C (4.051, -0.292, 3.382)
C (-0.950, 0.286, 4.120)
C (-0.501, 1.675, 4.395)
C (-0.249, 2.081, 5.709)
C (0.049, 3.406, 5.979)
C (0.142, 4.326, 4.942)
C (-0.111, 3.932, 3.630)
C (-0.417, 2.612, 3.358)
H (1.492, -0.843, 5.405)
H (1.840, 0.660, 4.484)
H (2.349, -3.091, 4.448)
H (4.489, -4.147, 3.870)
H (6.335, -2.754, 2.933)
H (6.077, -0.278, 2.732)
H (3.928, 0.778, 3.273)
H (-1.252, -0.248, 5.023)
H (-1.757, 0.235, 3.384)
H (-0.336, 1.371, 6.524)
H (0.196, 3.729, 7.001)
H (0.431, 5.347, 5.148)
H (-0.072, 4.662, 2.833)
H (-0.627, 2.300, 2.341)

Multiplicity: 5
HOMO level (spin up / spin down): -16.8 / -16.8 eV
⟨S²⟩: 6.034
Charge: +3

(5)
Density functional theory data (the ωB97M-V functional and the def2-TZVPD basis) for C21H19BF4IIrN6O4S as an isolated structure in a non-equilibrium geometry.

Atoms and positions in Å:
Ir (-0.068, -0.143, -0.489)
C (-0.121, 2.815, 0.931)
N (0.125, 2.259, -0.403)
C (1.402, 2.648, -1.022)
C (2.241, 1.444, -1.233)
N (1.970, 0.258, -0.701)
C (3.059, -0.575, -1.055)
C (3.427, -1.867, -0.686)
C (4.603, -2.370, -1.205)
C (5.431, -1.618, -2.045)
C (5.117, -0.313, -2.366)
C (3.930, 0.177, -1.845)
N (3.379, 1.450, -1.916)
C (-0.501, 1.709, 1.853)
N (-0.397, 0.449, 1.507)
C (-0.839, -0.322, 2.589)
C (-1.019, -1.694, 2.760)
C (-1.509, -2.113, 3.980)
C (-1.817, -1.214, 5.012)
C (-1.660, 0.147, 4.847)
C (-1.177, 0.565, 3.615)
N (-0.948, 1.842, 3.110)
H (-0.889, 3.592, 0.913)
H (0.793, 3.276, 1.310)
H (-0.616, 2.456, -1.071)
H (1.942, 3.341, -0.373)
H (1.216, 3.136, -1.978)
H (2.840, -2.463, -0.014)
H (4.894, -3.377, -0.944)
H (6.342, -2.058, -2.427)
H (5.762, 0.299, -2.981)
H (3.737, 2.231, -2.441)
H (-0.798, -2.407, 1.981)
H (-1.659, -3.171, 4.144)
H (-2.193, -1.595, 5.950)
H (-1.909, 0.850, 5.629)
H (-1.093, 2.712, 3.594)
F (-1.056, 1.233, -2.410)
B (-0.204, 1.332, -3.641)
F (0.124, 2.689, -3.734)
F (0.939, 0.586, -3.357)
F (-0.926, 0.872, -4.688)
I (-5.256, -3.267, -0.389)
C (-4.297, -1.427, -0.422)
C (-5.003, -0.239, -0.490)
C (-4.284, 0.948, -0.483)
C (-2.910, 0.901, -0.430)
N (-2.226, -0.249, -0.392)
C (-2.910, -1.396, -0.382)
H (-6.083, -0.234, -0.547)
H (-4.781, 1.906, -0.531)
H (-2.349, 1.822, -0.425)
H (-2.348, -2.316, -0.327)
O (-0.939, -3.619, -0.238)
S (0.121, -2.845, -0.811)
O (1.203, -3.534, -1.412)
O (-0.433, -1.701, -1.720)
O (0.625, -1.818, 0.299)

Multiplicity: 2
HOMO level (spin up / spin down): -11.7 / -11.7 eV
⟨S²⟩: 0.754
Charge: +1

(6)
Density functional theory data (the ωB97M-V functional and the def2-TZVPD basis) for C21H19Br2IN2O3SSn as an isolated structure in a non-equilibrium geometry.

Atoms and positions in Å:
Sn (0.391, 0.094, -0.843)
I (2.869, -1.828, -1.322)
C (4.052, -0.500, -0.150)
C (5.406, -0.667, -0.240)
C (6.248, 0.061, 0.610)
C (5.708, 0.914, 1.529)
C (4.312, 1.096, 1.620)
C (3.765, 1.937, 2.612)
C (2.412, 2.053, 2.752)
C (1.558, 1.411, 1.847)
C (2.014, 0.615, 0.809)
C (3.427, 0.406, 0.733)
H (5.825, -1.376, -0.937)
H (7.313, -0.091, 0.550)
H (6.341, 1.447, 2.226)
H (4.437, 2.472, 3.265)
H (1.995, 2.657, 3.546)
H (0.491, 1.548, 1.963)
N (-0.311, -1.795, 0.547)
C (-1.725, -1.992, 0.661)
C (-2.251, -2.652, 1.744)
C (-3.633, -2.816, 1.898)
C (-4.493, -2.289, 0.977)
C (-3.995, -1.576, -0.129)
C (-4.838, -0.937, -1.062)
C (-4.281, -0.187, -2.057)
C (-2.885, -0.138, -2.158)
N (-2.077, -0.773, -1.357)
C (-2.594, -1.446, -0.311)
H (0.041, -1.451, 1.439)
H (0.158, -2.677, 0.348)
H (-1.590, -3.047, 2.504)
H (-4.012, -3.347, 2.758)
H (-5.561, -2.385, 1.095)
H (-5.909, -1.025, -0.957)
H (-4.887, 0.374, -2.749)
H (-2.429, 0.460, -2.934)
Br (1.894, -0.204, -4.561)
C (0.073, -0.848, -4.600)
Br (-0.124, -2.565, -3.741)
H (-0.208, -0.965, -5.646)
H (-0.557, -0.133, -4.070)
C (-1.359, 3.575, 0.663)
S (-1.763, 2.039, -0.175)
O (-1.002, 2.089, -1.430)
O (-3.184, 1.950, -0.351)
O (-1.221, 0.945, 0.663)
H (-1.446, 4.371, -0.066)
H (-0.339, 3.485, 1.011)
H (-2.057, 3.710, 1.477)

Multiplicity: 1
HOMO level: -7.1 eV

(7)
Density functional theory data (the ωB97M-V functional and the def2-TZVPD basis) for one molecule with the formula C21H19BrN2O8S in a non-equilibrium geometry.

Atoms and positions in Å:
C (-5.854, -2.147, -0.602)
C (-6.214, -0.669, -0.599)
O (-5.379, 0.063, 0.303)
C (-4.179, 0.434, -0.162)
O (-3.790, 0.282, -1.290)
N (-3.479, 1.029, 0.860)
C (-2.148, 1.411, 0.828)
C (-1.435, 1.486, 2.034)
C (-0.102, 1.805, 2.040)
C (0.591, 2.061, 0.848)
C (2.001, 2.321, 0.735)
C (2.941, 2.231, 1.914)
O (4.048, 1.378, 1.589)
C (3.711, 0.151, 1.199)
O (2.577, -0.247, 1.167)
C (4.903, -0.673, 0.764)
N (4.521, -1.359, -0.451)
S (3.442, -2.652, -0.255)
O (3.460, -3.096, 1.108)
O (3.800, -3.590, -1.279)
C (1.844, -1.982, -0.689)
C (1.701, -1.272, -1.864)
C (0.442, -0.824, -2.235)
C (-0.657, -1.085, -1.432)
C (-0.472, -1.785, -0.251)
Br (-1.955, -2.115, 0.871)
C (0.771, -2.253, 0.134)
C (2.531, 2.568, -0.485)
C (1.745, 2.541, -1.701)
O (2.175, 2.719, -2.813)
O (0.414, 2.267, -1.556)
C (-0.146, 2.027, -0.351)
C (-1.501, 1.719, -0.359)
H (-5.912, -2.550, 0.406)
H (-6.542, -2.688, -1.245)
H (-4.842, -2.283, -0.971)
H (-6.108, -0.247, -1.604)
H (-7.229, -0.508, -0.233)
H (-3.902, 0.929, 1.773)
H (-1.942, 1.267, 2.961)
H (0.417, 1.847, 2.984)
H (2.439, 1.832, 2.798)
H (3.388, 3.200, 2.141)
H (5.762, -0.026, 0.589)
H (5.126, -1.387, 1.572)
H (5.308, -1.695, -0.987)
H (2.569, -1.079, -2.474)
H (0.313, -0.266, -3.149)
H (-1.643, -0.747, -1.716)
H (0.931, -2.797, 1.051)
H (3.586, 2.750, -0.616)
H (-2.024, 1.703, -1.299)

Multiplicity: 1
SMILES: CCOC(=O)Nc1ccc2c(COC(=O)CNS(=O)(=O)c3cccc(Br)c3)cc(=O)oc2c1
HOMO level: -8.6 eV

(8)
Density functional theory data (the ωB97M-V functional and the def2-TZVPD basis) for C21H19BrN4O2OsS5 as an isolated structure.

Atoms and positions in Å:
Os (-0.783, 0.134, 1.932)
O (2.119, 4.658, 0.840)
C (0.988, 4.587, 0.060)
C (0.770, 5.429, -1.017)
C (-0.369, 5.260, -1.793)
C (-1.275, 4.254, -1.497)
C (-1.054, 3.421, -0.405)
C (0.071, 3.594, 0.385)
C (0.364, 2.696, 1.575)
O (-0.792, 1.999, 1.939)
N (1.431, 1.763, 1.228)
N (1.244, 0.416, 1.315)
C (2.218, -0.301, 0.884)
C (2.367, -1.749, 0.708)
Br (1.385, -3.007, 1.699)
C (3.310, -2.147, -0.154)
C (3.692, -3.511, -0.567)
C (5.050, -3.817, -0.668)
C (5.463, -5.079, -1.067)
C (4.520, -6.043, -1.396)
C (3.168, -5.737, -1.327)
C (2.754, -4.480, -0.914)
H (2.644, 5.419, 0.577)
H (1.491, 6.205, -1.252)
H (-0.540, 5.916, -2.637)
H (-2.154, 4.114, -2.112)
H (-1.761, 2.635, -0.168)
H (0.682, 3.304, 2.426)
H (2.367, 2.114, 1.110)
H (3.072, 0.249, 0.491)
H (3.898, -1.355, -0.612)
H (5.786, -3.061, -0.419)
H (6.519, -5.306, -1.126)
H (4.837, -7.028, -1.715)
H (2.429, -6.481, -1.598)
H (1.699, -4.246, -0.871)
S (-0.190, -0.806, 3.791)
S (-1.886, -1.337, 4.972)
S (-3.201, -1.569, 3.442)
S (-3.088, 0.293, 2.607)
C (-5.277, 1.692, -1.234)
C (-4.681, 0.375, -0.839)
C (-5.469, -0.741, -0.576)
C (-4.826, -1.906, -0.226)
N (-3.499, -1.979, -0.090)
C (-2.851, -0.848, -0.298)
S (-1.076, -0.868, -0.028)
N (-3.357, 0.316, -0.714)
H (-6.104, 1.561, -1.932)
H (-4.514, 2.324, -1.681)
H (-5.663, 2.196, -0.346)
H (-6.547, -0.699, -0.661)
H (-5.379, -2.820, -0.041)

Multiplicity: 1
HOMO level: -7.6 eV

(9)
Density functional theory data (the ωB97M-V functional and the def2-TZVPD basis) for a 2-piece molecular cluster, C21H19BrNO3S2 overall in a non-equilibrium geometry.

Atoms and positions in Å:
C (-6.454, -2.236, 1.931)
O (-6.313, -0.802, 1.933)
C (-5.060, -0.267, 1.941)
C (-4.995, 1.149, 1.964)
C (-3.773, 1.775, 2.022)
C (-2.578, 1.020, 2.049)
C (-1.280, 1.678, 2.109)
N (-0.184, 1.021, 1.964)
S (1.306, 1.900, 1.885)
C (2.482, 0.553, 1.893)
C (2.955, 0.069, 3.113)
C (3.947, -0.907, 3.119)
C (4.471, -1.403, 1.922)
C (5.552, -2.444, 1.953)
C (3.977, -0.911, 0.709)
C (2.992, 0.072, 0.687)
O (1.392, 2.559, 0.608)
O (1.461, 2.653, 3.106)
C (-2.646, -0.380, 2.002)
C (-3.868, -1.037, 1.944)
H (-7.532, -2.399, 1.926)
H (-6.001, -2.678, 1.032)
H (-6.008, -2.679, 2.833)
H (-5.930, 1.706, 1.936)
H (-3.700, 2.861, 2.003)
H (-1.318, 2.770, 2.241)
H (2.544, 0.456, 4.041)
H (4.329, -1.283, 4.068)
H (5.845, -2.725, 0.938)
H (6.442, -2.078, 2.479)
H (5.217, -3.346, 2.479)
H (4.383, -1.298, -0.227)
H (2.618, 0.468, -0.253)
H (-1.715, -0.945, 2.003)
H (-3.908, -2.126, 1.908)
Br (-5.756, 3.465, 7.626)
C (-4.254, 2.555, 6.922)
C (-4.258, 1.147, 6.834)
C (-3.159, 0.477, 6.312)
C (-2.060, 1.211, 5.777)
S (-0.878, 0.464, 4.867)
C (-2.030, 2.625, 5.962)
C (-3.127, 3.287, 6.495)
H (-5.127, 0.589, 7.170)
H (-3.133, -0.607, 6.251)
H (-1.151, 3.167, 5.624)
H (-3.122, 4.370, 6.571)

Multiplicity: 1
HOMO level: -2.9 eV
Charge: -1

(10)
Density functional theory data (the ωB97M-V functional and the def2-TZVPD basis) for a 2-piece molecular cluster, C21H19Cl2O2 overall.

Atoms and positions in Å:
C (-0.398, -3.419, -0.845)
O (-0.353, -1.981, -0.696)
C (0.864, -1.371, -0.811)
C (0.888, 0.040, -0.738)
C (2.106, 0.713, -0.727)
C (3.304, 0.021, -0.847)
C (3.299, -1.390, -0.974)
O (4.509, -1.990, -1.149)
C (4.621, -3.427, -1.325)
C (2.067, -2.091, -0.964)
H (-1.459, -3.672, -0.809)
H (0.036, -3.734, -1.806)
H (0.136, -3.907, -0.016)
H (-0.055, 0.577, -0.703)
H (2.112, 1.797, -0.623)
H (4.262, 0.536, -0.857)
H (5.698, -3.586, -1.396)
H (4.220, -3.976, -0.461)
H (4.133, -3.759, -2.252)
H (2.044, -3.181, -1.095)
Cl (0.949, 6.602, 0.608)
C (0.263, 5.060, 0.870)
C (0.707, 4.267, 1.942)
C (0.179, 3.000, 2.126)
C (-0.809, 2.448, 1.247)
C (-1.206, 1.101, 1.483)
C (-2.260, 0.314, 0.942)
C (-2.544, -0.931, 1.588)
C (-3.501, -1.807, 1.110)
C (-4.232, -1.478, -0.043)
Cl (-5.344, -2.601, -0.695)
C (-4.019, -0.247, -0.673)
C (-3.062, 0.639, -0.186)
C (-1.278, 3.304, 0.211)
C (-0.732, 4.571, 0.015)
H (1.450, 4.661, 2.629)
H (0.497, 2.392, 2.974)
H (-0.650, 0.607, 2.282)
H (-1.989, -1.165, 2.499)
H (-3.704, -2.742, 1.625)
H (-4.622, 0.010, -1.539)
H (-2.950, 1.589, -0.691)
H (-2.086, 3.000, -0.439)
H (-1.088, 5.206, -0.791)

Multiplicity: 1
HOMO level: -10.5 eV
Charge: +1